# 1
Below is a structure of composition C22H47GeNO3P2RhSe in a non-equilibrium geometry, with properties calculated with wB97M-V/def2-TZVPD.

For the HOMO energy (alpha / beta), the calculation gives -0.6061 / -0.6061 Eh. The calculation puts the strongest force on any atom at 0.038 hartree/bohr. The value obtained for the LUMO energy (alpha / beta) is -9.90 / -9.90 eV. For the frontier orbital gap (alpha / beta), the calculation gives 6.59 / 6.60 eV. Its calculated total energy is -6417.65953 hartree. As for the energy above the lowest of the compared OMol25 structures with the same formula, charge and spin: 5.3 kcal per mole. As for the net charge: +3.

```
78
Properties=species:S:1:pos:R:3:lowdin_charge:R:1
Rh 0.46 -0.07 -0.29 0.68
C -1.76 -2.34 0.15 -0.03
O -0.87 -1.71 -0.80 -0.35
C -1.50 -1.48 -2.07 -0.16
C -0.47 -0.96 -2.99 -0.15
O 0.06 0.25 -2.41 -0.34
C 1.05 0.85 -3.28 -0.03
H -2.29 -3.15 -0.34 0.12
H -2.48 -1.61 0.53 0.06
H -1.17 -2.74 0.96 0.06
H -2.32 -0.78 -1.94 0.11
H -1.90 -2.42 -2.45 0.16
H -0.92 -0.73 -3.96 0.16
H 0.34 -1.67 -3.15 0.14
H 0.64 0.92 -4.28 0.12
H 1.96 0.25 -3.27 0.10
H 1.24 1.84 -2.91 0.07
C 3.18 1.84 -1.03 -0.18
P 1.89 1.63 0.20 0.84
C 1.18 3.26 0.48 -0.20
C 2.74 1.25 1.71 -0.37
C 3.85 1.98 2.14 -0.04
C 4.46 1.64 3.35 -0.01
C 3.95 0.60 4.12 -0.01
C 2.85 -0.12 3.69 -0.04
C 2.24 0.22 2.48 -0.37
P 0.82 -0.64 1.85 0.82
C 1.21 -2.38 2.09 -0.18
C -0.54 -0.23 2.95 -0.19
H 3.88 2.60 -0.67 0.08
H 2.77 2.17 -1.97 0.03
H 3.70 0.89 -1.18 0.06
H 1.95 3.87 0.95 0.08
H 0.32 3.20 1.14 0.05
H 0.89 3.73 -0.46 0.06
H 4.25 2.80 1.56 0.12
H 5.32 2.20 3.68 0.13
H 4.43 0.34 5.06 0.13
H 2.47 -0.92 4.31 0.12
H 1.24 -2.57 3.17 0.08
H 2.18 -2.60 1.65 0.07
H 0.46 -3.04 1.65 0.04
H -0.21 -0.39 3.97 0.08
H -1.41 -0.86 2.75 0.06
H -0.81 0.82 2.82 0.04
C 4.40 -2.40 -1.71 0.03
N 3.18 -3.15 -1.35 -0.12
C 3.17 -4.64 -1.42 0.03
C 2.11 -2.51 -1.00 -0.28
O 2.06 -1.24 -0.96 -0.16
H 5.20 -3.10 -1.90 0.10
H 4.68 -1.74 -0.89 0.10
H 4.23 -1.80 -2.60 0.10
H 4.15 -4.97 -1.72 0.10
H 2.45 -4.98 -2.16 0.11
H 2.94 -5.07 -0.45 0.10
H 1.24 -3.13 -0.75 0.15
C -5.09 -0.68 0.54 -0.20
Ge -5.03 1.18 0.11 0.75
C -4.88 1.52 -1.77 -0.21
C -6.28 2.27 1.05 -0.19
C -3.31 1.85 0.95 -0.53
Se -1.75 1.39 -0.04 0.95
C -1.62 2.85 -1.31 -0.29
H -6.11 -1.05 0.37 0.05
H -4.85 -0.85 1.59 0.04
H -4.42 -1.26 -0.10 0.00
H -5.76 1.11 -2.28 0.04
H -4.00 1.04 -2.20 0.00
H -4.86 2.59 -1.98 0.04
H -7.28 1.99 0.72 0.04
H -6.13 3.33 0.83 0.04
H -6.22 2.11 2.12 0.04
H -3.28 1.41 1.95 0.03
H -3.39 2.93 1.04 0.04
H -2.46 2.74 -1.99 0.03
H -0.69 2.75 -1.85 0.01
H -1.67 3.80 -0.78 0.06
```

***

# 2
Below is a structure of composition C22H47N2O6S2 in a non-equilibrium geometry, with properties calculated with wB97M-V/def2-TZVPD.

For the HOMO energy, the calculation gives -0.2007 Eh. The calculation puts the strongest force on any atom at 0.062 hartree/bohr. The value obtained for the LUMO energy is 2.19 eV. For the frontier orbital gap, the calculation gives 7.65 eV. Its calculated total energy is -2223.76892 hartree. As for the net charge: -1.

```
79
Properties=species:S:1:pos:R:3:lowdin_charge:R:1
C -5.75 1.22 -4.27 -0.12
C -5.12 0.49 -3.06 -0.25
C -5.66 -0.96 -2.99 -0.21
C -4.53 -1.95 -2.63 -0.22
C -5.02 -3.12 -1.77 -0.20
C -5.27 -2.78 -0.28 -0.21
C -4.42 -1.66 0.33 -0.19
C -2.87 -1.85 0.31 -0.18
C -2.34 -3.31 0.35 -0.19
C -1.65 -3.64 -0.98 -0.21
C -1.02 -5.04 -1.05 -0.20
C 0.21 -5.14 -0.12 -0.20
C 1.51 -4.61 -0.78 -0.22
C 2.06 -3.35 -0.10 -0.25
S 3.86 -3.26 -0.22 0.48
O 4.45 -3.99 0.88 -0.35
O 4.18 -3.92 -1.47 -0.37
N 4.33 -1.73 -0.38 -0.34
S 3.91 -0.79 0.88 0.48
O 3.57 -1.48 2.10 -0.35
O 2.85 0.10 0.46 -0.37
C 5.34 0.26 1.11 -0.25
C 4.98 1.57 1.86 -0.23
C 5.33 2.77 0.99 -0.20
C 5.35 4.10 1.75 -0.19
N 3.95 4.53 1.98 -0.11
C 3.53 5.64 1.09 -0.07
C 3.82 5.03 3.32 -0.53
C 2.80 4.38 4.24 0.01
O 4.49 5.90 3.76 0.12
H -5.39 0.69 -5.16 0.07
H -6.83 1.09 -4.20 0.07
H -5.47 2.27 -4.32 0.06
H -5.33 1.03 -2.14 0.10
H -4.05 0.42 -3.25 0.10
H -6.02 -1.19 -4.00 0.10
H -6.51 -1.06 -2.32 0.11
H -4.21 -2.39 -3.58 0.11
H -3.65 -1.44 -2.24 0.08
H -5.99 -3.41 -2.19 0.10
H -4.39 -4.01 -1.84 0.09
H -5.23 -3.72 0.29 0.10
H -6.31 -2.45 -0.21 0.10
H -4.64 -0.76 -0.25 0.09
H -4.71 -1.44 1.35 0.10
H -2.38 -1.31 -0.50 0.10
H -2.51 -1.36 1.22 0.10
H -3.08 -4.04 0.66 0.11
H -1.56 -3.33 1.10 0.10
H -0.82 -2.93 -1.07 0.11
H -2.27 -3.48 -1.86 0.09
H -1.73 -5.85 -0.88 0.10
H -0.61 -5.15 -2.06 0.10
H 0.38 -6.20 0.06 0.10
H 0.03 -4.69 0.86 0.09
H 2.26 -5.39 -0.74 0.10
H 1.35 -4.36 -1.83 0.11
H 1.69 -2.47 -0.63 0.09
H 1.76 -3.26 0.95 0.09
H 6.16 -0.26 1.60 0.10
H 5.70 0.54 0.11 0.09
H 3.92 1.57 2.13 0.10
H 5.57 1.61 2.79 0.11
H 6.34 2.62 0.57 0.11
H 4.64 2.82 0.15 0.12
H 5.84 3.97 2.72 0.12
H 5.94 4.83 1.19 0.11
H 3.02 6.41 1.66 0.07
H 4.37 6.12 0.57 0.08
H 2.82 5.30 0.34 0.08
H 1.98 3.98 3.64 0.07
H 2.47 5.15 4.93 0.08
H 3.26 3.53 4.75 0.09
C -0.55 6.64 0.78 -0.15
O 0.37 6.05 1.68 -0.14
H 0.01 7.25 0.07 0.08
H -1.09 5.86 0.23 0.08
H -1.26 7.27 1.31 0.07
H -0.13 5.51 2.30 0.08
```

***

# 3
Below is a cluster of 7 separate species, C22H47N7O6 in total in a non-equilibrium geometry, with properties calculated with wB97M-V/def2-TZVPD.

For the HOMO energy, the calculation gives -0.3200 Eh. Its SMILES is c1cc[nH]c1.CNC(C)=O.CNC(C)=O.CNC(C)=O.CNC(C)=O.CNC(C)=O.CNC(C)=O. The calculation puts the strongest force on any atom at 0.034 hartree/bohr. The value obtained for the LUMO energy is 0.22 eV. For the frontier orbital gap, the calculation gives 8.93 eV. Its calculated total energy is -1701.28758 hartree. As for the energy above the lowest of the compared OMol25 structures with the same formula, charge and spin: 0.0 kcal per mole.

```
82
Properties=species:S:1:pos:R:3:lowdin_charge:R:1
C -3.07 -0.22 4.70 -0.11
C -2.11 0.12 5.69 -0.12
C -1.24 1.03 5.15 -0.13
N -1.69 1.30 3.88 0.01
C -2.76 0.51 3.57 -0.14
H -3.83 -0.97 4.78 0.09
H -1.98 -0.32 6.67 0.09
H -0.35 1.51 5.53 0.11
H -1.20 1.90 3.25 0.10
H -3.21 0.49 2.59 0.12
C -1.83 4.27 -0.77 -0.09
N -1.78 4.33 -2.20 0.01
C -1.02 3.55 -3.01 -0.53
C -1.20 3.77 -4.49 0.00
O -0.30 2.65 -2.61 0.02
H -2.80 4.58 -0.40 0.07
H -1.07 4.91 -0.31 0.09
H -1.69 3.29 -0.32 0.07
H -2.08 5.20 -2.61 0.13
H -0.29 3.69 -5.06 0.08
H -1.68 4.74 -4.67 0.08
H -2.01 3.10 -4.80 0.09
C 1.12 -1.35 -6.59 -0.09
N -0.14 -2.03 -6.58 0.00
C -0.73 -2.57 -7.69 -0.56
C -2.06 -3.23 -7.47 -0.01
O -0.25 -2.50 -8.80 0.04
H 1.55 -1.31 -7.58 0.08
H 1.81 -1.76 -5.85 0.07
H 1.04 -0.30 -6.27 0.08
H -0.66 -2.07 -5.72 0.13
H -2.37 -3.29 -6.42 0.07
H -2.19 -4.14 -8.04 0.08
H -2.81 -2.52 -7.86 0.09
C 0.57 0.65 0.23 -0.08
N 1.14 0.48 -1.07 0.02
C 1.93 -0.57 -1.34 -0.53
C 2.41 -0.73 -2.77 0.02
O 2.25 -1.36 -0.47 0.02
H 1.37 0.62 0.98 0.08
H -0.11 -0.15 0.52 0.09
H 0.18 1.66 0.31 0.07
H 0.86 1.14 -1.78 0.09
H 3.08 -1.57 -2.82 0.07
H 2.98 0.18 -3.00 0.09
H 1.54 -0.80 -3.42 0.07
C 0.51 -2.24 4.04 -0.05
N -0.37 -3.37 3.79 0.00
C -0.01 -4.52 3.16 -0.55
C -1.10 -5.56 3.00 -0.02
O 1.13 -4.73 2.75 0.03
H 1.53 -2.59 3.86 0.08
H 0.29 -1.85 5.03 0.07
H 0.38 -1.51 3.23 0.07
H -1.32 -3.37 4.12 0.12
H -1.80 -5.62 3.84 0.07
H -0.65 -6.55 2.92 0.08
H -1.70 -5.44 2.10 0.08
C 4.86 -1.25 1.53 -0.08
N 4.91 -2.05 0.33 0.01
C 6.04 -2.68 -0.04 -0.56
C 5.99 -3.44 -1.34 0.00
O 7.06 -2.68 0.64 0.02
H 4.89 -1.89 2.42 0.09
H 3.93 -0.68 1.56 0.06
H 5.70 -0.56 1.64 0.08
H 4.07 -2.08 -0.22 0.08
H 6.66 -2.95 -2.05 0.08
H 5.00 -3.39 -1.79 0.06
H 6.27 -4.48 -1.17 0.08
C -1.14 4.63 3.18 -0.06
N -2.44 4.39 3.78 0.00
C -3.54 4.04 3.05 -0.55
C -4.73 3.60 3.86 0.00
O -3.57 4.03 1.83 0.03
H -1.33 5.27 2.31 0.08
H -0.66 3.73 2.82 0.06
H -0.54 5.20 3.88 0.09
H -2.50 4.24 4.77 0.13
H -4.54 2.62 4.30 0.07
H -5.58 3.50 3.19 0.08
H -5.01 4.32 4.64 0.08
```

***

# 4
Below is a cluster of 11 separate species, C22H48F2N5O32S8 in total in a non-equilibrium geometry, with properties calculated with wB97M-V/def2-TZVPD.

For the HOMO energy, the calculation gives -0.2743 Eh. The calculation puts the strongest force on any atom at 0.155 hartree/bohr. The value obtained for the LUMO energy is 1.71 eV. For the frontier orbital gap, the calculation gives 9.17 eV. Its calculated total energy is -6933.68650 hartree. As for the net charge: -1.

```
117
Properties=species:S:1:pos:R:3:lowdin_charge:R:1
N 14.92 22.53 27.79 -0.32
S 14.95 21.26 28.71 0.48
O 15.61 21.39 29.98 -0.27
O 14.89 19.94 28.16 -0.25
F 13.42 21.37 29.33 -0.22
S 16.17 22.05 26.74 0.54
O 15.83 21.37 25.55 -0.24
O 17.40 21.72 27.40 -0.25
F 16.49 23.54 26.28 -0.16
C 11.89 23.11 25.84 -0.66
O 10.87 22.96 25.17 0.00
N 12.16 22.35 26.96 0.15
N 12.96 23.78 25.35 0.18
H 13.10 22.48 27.36 0.01
H 11.46 21.68 27.20 0.10
H 13.83 23.85 25.83 0.07
H 12.79 24.30 24.50 0.09
C 14.40 25.86 28.89 -0.66
O 14.38 26.99 29.39 0.03
N 13.32 25.12 28.51 0.16
N 15.47 25.04 28.84 0.15
H 13.54 24.25 28.10 0.02
H 12.40 25.49 28.66 0.11
H 15.29 24.10 28.47 0.03
H 16.38 25.38 29.09 0.06
C 12.54 19.17 34.29 -0.15
C 13.86 18.41 34.31 -0.18
O 13.86 17.63 33.13 -0.19
S 12.95 18.28 31.95 0.68
O 12.31 17.25 31.18 -0.22
O 13.66 19.33 31.30 -0.22
O 11.89 18.98 33.00 -0.22
H 12.60 20.25 34.13 0.12
H 11.86 19.05 35.13 0.13
H 13.97 17.83 35.23 0.13
H 14.75 19.04 34.33 0.13
C 17.67 18.19 27.64 -0.18
C 18.76 18.98 28.36 -0.17
O 19.76 18.03 28.70 -0.20
S 19.80 16.78 27.62 0.69
O 19.73 15.50 28.31 -0.25
O 20.77 17.02 26.60 -0.24
O 18.27 17.03 27.10 -0.20
H 17.15 18.77 26.87 0.12
H 16.89 17.87 28.33 0.13
H 18.30 19.33 29.27 0.13
H 19.17 19.80 27.76 0.12
C 19.55 26.99 26.25 -0.20
C 18.57 25.83 26.36 -0.17
O 17.45 26.29 27.14 -0.23
S 17.88 27.61 28.03 0.70
O 17.85 27.24 29.41 -0.22
O 17.26 28.77 27.45 -0.22
O 19.45 27.59 27.51 -0.19
H 19.36 27.64 25.40 0.13
H 20.56 26.57 26.21 0.13
H 18.99 24.96 26.85 0.13
H 18.16 25.61 25.37 0.13
C 15.45 23.88 21.27 -0.14
C 14.41 23.72 22.44 -0.17
O 14.75 24.81 23.28 -0.24
S 15.19 26.13 22.37 0.67
O 15.95 27.07 23.10 -0.20
O 14.05 26.53 21.60 -0.23
O 16.09 25.12 21.51 -0.21
H 14.79 23.93 20.41 0.13
H 16.18 23.07 21.23 0.12
H 14.73 22.87 23.04 0.10
H 13.36 23.70 22.19 0.13
C 13.89 19.73 23.86 -0.13
C 14.04 18.34 23.22 -0.16
O 15.05 18.43 22.23 -0.19
S 16.05 19.65 22.58 0.64
O 16.60 20.17 21.35 -0.24
O 16.91 19.30 23.67 -0.22
O 14.80 20.55 23.10 -0.25
H 14.35 19.65 24.84 0.10
H 12.97 20.30 23.96 0.14
H 13.19 17.84 22.76 0.13
H 14.40 17.69 24.01 0.13
C 17.20 23.22 32.64 -0.17
C 16.97 24.28 31.56 -0.15
O 17.55 25.49 32.08 -0.20
S 18.34 25.26 33.44 0.64
O 18.20 26.42 34.26 -0.22
O 19.66 24.73 33.19 -0.24
O 17.42 23.98 33.83 -0.20
H 18.14 22.70 32.45 0.12
H 16.36 22.53 32.70 0.13
H 15.91 24.49 31.53 0.13
H 17.41 24.07 30.59 0.13
C 20.86 22.81 22.97 -0.18
C 19.37 22.65 23.20 -0.15
C 19.46 22.14 24.64 -0.21
O 20.39 23.01 25.24 -0.15
C 21.37 23.43 24.28 -0.18
H 21.11 23.52 22.17 0.11
H 21.42 21.89 22.83 0.11
H 18.92 21.90 22.56 0.11
H 18.82 23.60 23.15 0.11
H 19.74 21.08 24.59 0.13
H 18.54 22.26 25.21 0.09
H 22.36 23.05 24.55 0.12
H 21.30 24.52 24.19 0.11
C 10.81 23.15 32.97 -0.19
C 11.78 22.89 31.81 -0.14
C 11.03 23.56 30.58 -0.17
O 9.88 24.13 31.18 -0.14
C 10.06 24.38 32.55 -0.21
H 11.42 23.31 33.87 0.11
H 10.24 22.23 33.16 0.11
H 11.89 21.83 31.61 0.09
H 12.70 23.46 31.90 0.11
H 10.85 22.79 29.83 0.11
H 11.74 24.25 30.12 0.08
H 9.08 24.33 33.03 0.12
H 10.66 25.28 32.69 0.13
```

***

# 5
Below is a cluster of 3 separate species, C22H48FIN8O5P3 in total in a non-equilibrium geometry, with properties calculated with wB97M-V/def2-TZVPD.

For the HOMO energy, the calculation gives -0.1846 Eh. The calculation puts the strongest force on any atom at 0.171 hartree/bohr. The value obtained for the LUMO energy is 1.59 eV. For the frontier orbital gap, the calculation gives 6.61 eV. Its calculated total energy is -3102.85550 hartree. As for the net charge: -1.

```
88
Properties=species:S:1:pos:R:3:lowdin_charge:R:1
C -5.27 4.18 3.64 -0.09
C -4.38 4.14 2.36 -0.26
C -4.08 2.95 1.59 -0.04
C -3.20 2.94 0.41 0.00
C -2.60 4.19 0.00 -0.17
C -1.61 4.37 -1.20 -0.24
N -0.22 4.29 -0.66 -0.25
P 0.57 5.80 -1.12 0.81
N 2.28 5.57 -1.31 -0.21
O 0.43 6.78 0.29 -0.34
C 0.48 3.11 -1.14 -0.74
F 1.68 2.92 -0.42 -0.08
I 0.87 3.14 -3.32 0.80
C -0.42 1.74 -0.89 -0.65
O -1.07 1.23 -1.83 -0.13
O -0.44 1.14 0.28 -0.10
C -2.92 5.40 0.77 -0.05
C -3.78 5.42 1.93 -0.05
H -4.85 3.45 4.38 0.08
H -5.23 5.21 4.09 0.07
H -6.35 3.98 3.42 0.07
H -4.55 1.99 1.95 0.10
H -2.98 1.99 -0.14 0.11
H -1.76 5.42 -1.58 0.08
H -1.81 3.69 -2.06 0.10
H 2.74 6.49 -1.37 0.03
H 2.72 5.13 -0.48 0.03
H 1.12 6.44 0.90 0.03
H -2.47 6.39 0.46 0.10
H -3.94 6.38 2.46 0.09
O -3.37 -2.57 -3.55 -0.30
P -2.24 -3.54 -3.27 0.75
N -1.06 -2.61 -4.13 -0.31
C 0.04 -3.10 -4.94 -0.14
C -0.70 -1.34 -3.47 -0.13
N -2.89 -4.76 -4.32 -0.33
C -2.18 -5.40 -5.40 -0.16
C -4.29 -4.61 -4.73 -0.15
N -1.00 -4.70 -2.76 -0.27
C -1.61 -5.88 -2.08 -0.15
C -0.04 -4.18 -1.77 -0.13
H 0.82 -3.62 -4.38 0.07
H 0.52 -2.28 -5.47 0.08
H -0.30 -3.77 -5.74 0.05
H -0.15 -1.51 -2.54 0.07
H -1.59 -0.77 -3.23 0.06
H -0.09 -0.71 -4.12 0.08
H -2.10 -4.75 -6.28 0.08
H -2.69 -6.32 -5.72 0.07
H -1.18 -5.73 -5.11 0.07
H -4.40 -3.85 -5.50 0.08
H -4.92 -4.36 -3.88 0.07
H -4.69 -5.56 -5.12 0.07
H -2.18 -5.58 -1.20 0.08
H -0.84 -6.59 -1.78 0.08
H -2.28 -6.44 -2.73 0.07
H -0.55 -3.71 -0.92 0.09
H 0.65 -3.45 -2.20 0.06
H 0.60 -4.98 -1.38 0.08
O 3.04 1.41 4.89 -0.32
P 3.00 0.09 4.14 0.74
N 4.71 0.10 3.82 -0.31
C 5.39 -0.37 2.62 -0.14
C 5.55 -0.09 5.00 -0.16
N 2.15 0.74 2.79 -0.31
C 2.59 0.65 1.40 -0.14
C 1.50 2.03 2.97 -0.13
N 2.85 -1.52 3.40 -0.27
C 1.42 -1.92 3.28 -0.13
C 3.46 -2.61 4.19 -0.15
H 5.35 -1.46 2.47 0.07
H 6.45 -0.10 2.65 0.08
H 5.02 0.11 1.72 0.05
H 5.46 -1.11 5.42 0.06
H 5.26 0.60 5.79 0.07
H 6.60 0.09 4.79 0.07
H 3.39 1.36 1.19 0.08
H 1.76 0.88 0.72 0.04
H 2.91 -0.36 1.13 0.07
H 2.22 2.86 2.94 0.08
H 0.95 2.07 3.91 0.07
H 0.75 2.20 2.18 0.06
H 0.92 -1.94 4.26 0.08
H 1.33 -2.91 2.82 0.08
H 0.85 -1.25 2.64 0.08
H 3.13 -2.59 5.24 0.08
H 4.54 -2.59 4.17 0.05
H 3.19 -3.59 3.77 0.08
```